{
  "formula": "C11H10NO5P",
  "method": "ωB97M-V with the def2-TZVPD basis set",
  "species": ["O", "C", "C", "C", "C", "O", "C", "P", "O", "O", "O", "C", "H", "H", "H", "H", "H", "C", "C", "C", "N", "C", "C", "H", "H", "H", "H", "H"],
  "coordinates": [[4.96393, -2.88175, 0.48907], [4.54454, -1.81747, 0.96956], [5.51752, -0.59798, 1.35583], [5.09638, 0.71575, 1.02097], [3.66915, 0.80925, 0.28797], [3.45328, 1.56453, -0.67264], [2.56252, -0.19969, 0.87802], [0.77389, 0.32566, 1.16110], [0.49493, 0.15437, 2.67452], [-0.35606, -0.59152, 0.31510], [0.67433, 1.99357, 0.85404], [2.98396, -1.51486, 1.21326], [6.49178, -0.79797, 1.89761], [5.69641, 1.64674, 1.27953], [-0.96885, -0.92953, 1.01645], [1.39897, 2.38935, 1.39648], [2.27149, -2.29729, 1.62387], [-5.28117, 0.19419, -2.48506], [-5.67618, 0.34291, -1.16383], [-4.69884, 0.32659, -0.18197], [-3.38986, 0.17138, -0.43329], [-3.03477, 0.02784, -1.71886], [-3.93384, 0.03391, -2.77311], [-6.01605, 0.20287, -3.28244], [-6.71918, 0.46911, -0.90219], [-4.95763, 0.44233, 0.86539], [-1.97099, -0.09802, -1.89258], [-3.58967, -0.08429, -3.79278]],
  "lowdin_charge": [0.07, -0.30, 0.02, 0.02, -0.31, 0.07, -0.14, 0.65, -0.35, -0.18, -0.17, 0.05, 0.12, 0.12, 0.09, 0.08, 0.14, -0.08, -0.08, -0.15, 0.05, -0.15, -0.07, 0.10, 0.10, 0.10, 0.10, 0.10],
  "e_homo_ev": -9.790,
  "homo_lumo_gap_ha": 0.3015,
  "charge": 0,
  "smiles": "O=C1C=CC(=O)C(P(=O)(O)O)=C1.c1ccncc1"
}

=====

{
  "formula": "C11H11Br2IrN7O2",
  "method": "ωB97M-V with the def2-TZVPD basis set",
  "species": ["Ir", "Br", "C", "C", "C", "N", "C", "C", "C", "C", "C", "Br", "C", "C", "N", "H", "H", "H", "H", "H", "H", "N", "N", "C", "N", "N", "N", "O", "O", "H", "H", "H", "H", "H"],
  "coordinates": [[0.16324, -0.08735, -0.15649], [6.65296, 1.02518, 0.70907], [4.86083, 0.67546, 0.43087], [4.39378, -0.63115, 0.31285], [3.05018, -0.84346, 0.11037], [2.16899, 0.16582, 0.01739], [2.61251, 1.44271, 0.12333], [3.94108, 1.72458, 0.33413], [1.55857, 2.45192, -0.02857], [1.75052, 3.80955, -0.00100], [0.66562, 4.66254, -0.23753], [0.89442, 6.48633, -0.20708], [-0.58956, 4.10543, -0.51864], [-0.71719, 2.74642, -0.52293], [0.32376, 1.91291, -0.25340], [5.06795, -1.47375, 0.37819], [2.66300, -1.84919, 0.02702], [4.28126, 2.74617, 0.42308], [2.72852, 4.22872, 0.18611], [-1.44017, 4.73560, -0.73836], [-1.66064, 2.27416, -0.76105], [-2.00795, -0.27957, 0.20229], [-2.30763, -1.61030, 0.61630], [-1.40584, -2.57873, 0.38365], [-1.68579, -3.84547, 0.44368], [-0.13068, -2.11310, 0.05854], [0.18985, -2.36976, -1.26494], [0.56976, -1.22077, -1.74266], [0.13938, -3.37087, -1.85697], [-2.21826, 0.33359, 0.99444], [-2.64070, -0.02006, -0.55898], [-3.23058, -1.80114, 0.99444], [-2.63286, -4.19438, 0.55756], [-0.94475, -4.53842, 0.41299]],
  "lowdin_charge": [1.49, 0.98, -0.64, -0.03, -0.06, -0.08, -0.18, 0.00, -0.17, 0.00, -0.63, 1.01, -0.04, -0.08, -0.11, 0.14, 0.12, 0.13, 0.13, 0.14, 0.12, -0.01, 0.08, -0.34, 0.31, -0.01, -0.35, -0.05, 0.29, 0.14, 0.15, 0.20, 0.18, 0.17],
  "e_homo_ev": -18.199,
  "homo_lumo_gap_ha": 0.2230,
  "charge": 3
}

=====

{
  "formula": "C11H11Br33",
  "method": "ωB97M-V with the def2-TZVPD basis set",
  "species": ["C", "Br", "Br", "Br", "H", "C", "Br", "Br", "Br", "H", "C", "Br", "Br", "Br", "H", "C", "Br", "Br", "Br", "H", "C", "Br", "Br", "Br", "H", "C", "Br", "Br", "Br", "H", "C", "Br", "Br", "Br", "H", "C", "Br", "Br", "Br", "H", "C", "Br", "Br", "Br", "H", "C", "Br", "Br", "Br", "H", "C", "Br", "Br", "Br", "H"],
  "coordinates": [[0.34079, -5.33049, 0.02042], [1.67774, -3.88822, 0.28394], [-0.36884, -6.13630, 1.67553], [1.19950, -6.66135, -1.12284], [-0.53060, -4.90763, -0.47956], [3.48976, 4.98376, 1.47330], [3.29859, 5.72492, 3.29693], [3.89855, 6.38905, 0.20348], [1.90527, 3.95814, 0.90467], [4.29019, 4.24433, 1.44766], [0.98808, 1.93315, 5.09490], [2.16994, 1.93741, 6.71097], [-0.84794, 1.44359, 5.42539], [1.69457, 0.80437, 3.59637], [0.88878, 2.94211, 4.69459], [-5.06859, -3.26772, 0.66419], [-4.51340, -1.56600, 1.66112], [-5.50048, -4.65131, 1.94318], [-3.56989, -3.72253, -0.55811], [-5.94375, -3.16901, 0.02196], [-1.63402, 3.85334, -2.63728], [0.00855, 4.99401, -2.43025], [-2.63486, 4.42908, -4.25384], [-2.82522, 4.23175, -1.07138], [-1.47872, 2.77871, -2.73294], [0.63482, -2.22929, -3.60943], [2.38575, -1.90017, -2.74864], [0.09639, -4.12772, -3.43394], [0.94483, -1.63290, -5.45486], [-0.08501, -1.56499, -3.13126], [3.53488, 3.55466, -3.20392], [3.31138, 5.50455, -3.63180], [5.33059, 3.22480, -2.44363], [3.33008, 2.46339, -4.80467], [2.75343, 3.24806, -2.50863], [5.29311, -0.59065, 1.32785], [6.69354, -1.29816, 0.05457], [4.25038, -2.05358, 2.12805], [4.14328, 0.75011, 0.29308], [5.80133, -0.07369, 2.14183], [-3.27780, -3.16544, 4.57289], [-2.26981, -3.69852, 3.06110], [-2.17738, -2.10818, 5.94009], [-4.22199, -4.54416, 5.58751], [-4.03819, -2.46862, 4.22025], [-4.60090, -0.22079, -3.55450], [-2.69277, -0.25748, -3.24782], [-5.25867, 1.67868, -3.49115], [-5.70182, -1.33979, -2.26656], [-4.89386, -0.57132, -4.54415], [0.05625, 0.44324, -0.15688], [0.71224, 0.95515, -1.92489], [-0.83309, -1.38250, -0.31716], [-1.08458, 1.81248, 0.84968], [0.92946, 0.24540, 0.46478]],
  "lowdin_charge": [-1.53, 0.46, 0.54, 0.53, -0.08, -1.53, 0.54, 0.56, 0.48, -0.03, -1.51, 0.53, 0.55, 0.48, -0.04, -1.45, 0.51, 0.59, 0.48, -0.06, -1.44, 0.49, 0.50, 0.46, -0.08, -1.52, 0.47, 0.56, 0.54, -0.14, -1.51, 0.47, 0.51, 0.55, -0.08, -1.41, 0.51, 0.53, 0.45, -0.02, -1.56, 0.52, 0.47, 0.54, -0.09, -1.44, 0.59, 0.51, 0.52, -0.02, -1.34, 0.56, 0.47, 0.49, -0.07],
  "e_homo_ev": -10.016,
  "homo_lumo_gap_ha": 0.3265,
  "charge": 0
}

=====

{
  "formula": "C11H11BrN5O6",
  "method": "ωB97M-V with the def2-TZVPD basis set",
  "species": ["N", "N", "C", "N", "C", "N", "C", "C", "C", "O", "O", "N", "Br", "H", "H", "H", "H", "H", "H", "H", "H", "H", "C", "C", "C", "O", "C", "C", "C", "O", "O", "O", "H", "H"],
  "coordinates": [[-2.13255, -0.78554, -1.15626], [-1.09972, -1.22538, -0.30266], [-0.52981, -2.41276, -0.28440], [0.43833, -2.46658, 0.63373], [0.43670, -1.25663, 1.18233], [1.23269, -0.80962, 2.17278], [2.21312, -1.66716, 2.79917], [2.11924, -1.54096, 4.31503], [0.76272, -2.02716, 4.76318], [0.30045, -3.06560, 4.42194], [0.06758, -1.22430, 5.58386], [-0.49795, -0.46033, 0.63069], [-0.97606, 1.41615, 1.05883], [-2.71431, -0.11121, -0.66400], [-2.71998, -1.59931, -1.30384], [-0.78107, -3.23126, -0.92949], [1.14126, 0.12861, 2.51490], [1.98822, -2.69806, 2.55689], [3.22419, -1.44851, 2.46685], [2.88421, -2.16307, 4.76610], [2.23616, -0.49468, 4.59178], [0.59039, -0.44813, 5.80829], [-0.68910, 3.43822, -4.82104], [-1.93872, 3.17663, -4.22039], [-1.91377, 2.13463, -3.08266], [-2.92691, 1.86794, -2.41652], [-0.68221, 1.47989, -2.81723], [0.57097, 1.73035, -3.41921], [0.56690, 2.84654, -4.49020], [1.62209, 3.19370, -5.02654], [1.61886, 1.13960, -3.14336], [-3.01988, 3.70035, -4.51514], [-0.64013, 4.17157, -5.61946], [-0.75193, 0.71209, -2.05397]],
  "lowdin_charge": [0.15, -0.15, -0.09, 0.16, -0.41, 0.07, -0.17, -0.09, -0.55, 0.13, 0.12, -0.31, 0.62, 0.07, 0.11, 0.14, 0.10, 0.11, 0.12, 0.13, 0.11, 0.11, 0.01, -0.42, -0.38, -0.02, 0.01, -0.39, -0.41, -0.01, 0.00, -0.02, 0.10, 0.04],
  "e_homo_ev": -2.784,
  "homo_lumo_gap_ha": 0.1073,
  "charge": -1
}

=====

{
  "formula": "C11H11Cl2LaO3PYb",
  "method": "ωB97M-V with the def2-TZVPD basis set",
  "species": ["La", "Yb", "Cl", "Cl", "C", "C", "C", "O", "O", "O", "C", "P", "C", "C", "C", "C", "C", "C", "C", "H", "H", "H", "H", "H", "H", "H", "H", "H", "H", "H"],
  "coordinates": [[-0.67817, 2.72906, 0.24588], [1.23503, -1.86305, -0.30056], [1.48352, 2.76581, 1.58978], [-1.01688, -0.50310, 0.01087], [-0.86678, -3.24426, -1.51592], [-1.35339, 3.17979, 2.49540], [-3.10001, 2.70775, 0.77801], [-1.96588, -3.49727, -1.70105], [-1.82827, 3.31733, 3.54520], [-4.16918, 2.76978, 1.22560], [4.26359, 1.09522, -2.50794], [2.83765, 0.79942, -1.39106], [1.50166, 0.56467, -2.64690], [3.17068, -0.96498, -0.96256], [3.31218, -1.23830, 0.41327], [3.10631, -2.52544, 0.88936], [2.80067, -3.56147, 0.01400], [2.69995, -3.30670, -1.34972], [2.91445, -2.02534, -1.84852], [4.30794, 2.16962, -2.72778], [4.15746, 0.53634, -3.44510], [5.19296, 0.80719, -1.99996], [1.92848, 0.20841, -3.59560], [0.67496, -0.09248, -2.31937], [1.06210, 1.56315, -2.80672], [3.52406, -0.41284, 1.09975], [3.17089, -2.71464, 1.96323], [2.61416, -4.57000, 0.39008], [2.43545, -4.11056, -2.03959], [2.82957, -1.84520, -2.92274]],
  "lowdin_charge": [1.58, 1.55, -0.07, -0.13, 0.00, -0.20, -0.10, 0.17, 0.25, 0.24, -0.20, 0.92, -0.29, -0.47, -0.12, -0.08, -0.07, -0.09, -0.11, 0.08, 0.07, 0.08, 0.07, -0.01, 0.06, 0.16, 0.18, 0.18, 0.18, 0.16],
  "e_homo_ev": [-22.064, -22.065],
  "spin_multiplicity": 2,
  "homo_lumo_gap_ha": [0.2391, 0.2342],
  "charge": 4
}

=====

{
  "formula": "C11H11IN2",
  "method": "ωB97M-V with the def2-TZVPD basis set",
  "species": ["C", "C", "C", "C", "C", "C", "C", "C", "C", "C", "C", "N", "N", "I", "H", "H", "H", "H", "H", "H", "H", "H", "H", "H", "H"],
  "coordinates": [[2.73628, -2.43307, -0.61634], [1.56823, -2.85354, -1.24297], [2.73918, -1.35043, 0.29784], [0.34102, -2.23761, -0.93378], [1.53899, -0.77521, 0.62358], [-0.04939, 2.93048, -1.01229], [0.19319, 1.56756, -0.94312], [0.31819, -1.09709, -0.03767], [-1.80551, 2.09607, 0.04257], [-2.98983, 2.10473, 0.65676], [-0.85186, -0.31725, 0.10456], [-1.21434, 3.24181, -0.48694], [-0.91812, 0.99848, -0.27875], [-2.63689, -1.43585, 0.48261], [3.74559, -2.81042, -0.78889], [1.62626, -3.80658, -1.91233], [3.64029, -1.08098, 0.75151], [-0.46864, -2.70797, -1.47274], [1.71944, -0.00915, 1.38174], [0.52623, 3.76300, -1.54813], [1.02451, 1.12053, -1.18766], [-3.61767, 1.27881, 0.92263], [-1.77516, 0.27823, 3.53812], [-3.43603, 2.99614, 0.87080], [-1.95394, 0.53932, 2.78890]],
  "lowdin_charge": [-0.09, -0.09, -0.08, -0.05, -0.05, -0.15, -0.03, -0.31, -0.34, 0.07, -0.61, 0.07, -0.01, 0.90, 0.10, 0.14, 0.09, 0.08, 0.13, 0.14, 0.06, 0.00, 0.05, 0.04, -0.01],
  "e_homo_ev": [-7.356, -7.163],
  "homo_lumo_gap_ha": [0.2463, 0.2330],
  "charge": 0
}

=====

Electronic energy values, unit eV, following the record order: -32583.8218 -169003.1175 -2322982.3737 -101359.0091 -84405.9418 -22661.4075.
Molecular weight values, unit g/mol, following the record order: 267.2 625.3 2780.0 389.1 605.0 298.1.
Energy above the lowest of the compared OMol25 structures with the same formula, charge and spin values, unit kcal per mole, following the record order: 74.0 0.0 33.1 0.0 59.1 108.8.